Density functional theory data (the ωB97M-V functional and the def2-TZVPD basis) for a 2-piece molecular cluster, C3H9NO2S overall.

Geometry as XYZ:
```
16
Properties=species:S:1:pos:R:3:forces:R:3
S 1.33254 1.74230 -0.01097 0.661 0.754 -0.363
O -3.13680 0.42321 0.88913 -0.720 0.049 0.046
O 2.47566 -1.46873 -1.16754 -0.658 0.153 0.042
N -0.42314 -0.63916 -1.06437 -0.737 0.010 -0.549
C -2.15213 -0.22099 0.69509 0.929 0.367 0.272
C 0.15024 0.75026 0.86424 -0.551 -1.006 1.739
C -0.96723 0.31076 -0.08342 1.285 -0.296 -0.490
H 0.65457 -0.10371 1.33638 -0.071 -0.192 -0.475
H -1.17856 -0.90606 -1.68488 0.128 0.157 -0.393
H -1.21673 1.20785 -0.65425 -0.570 -0.105 0.100
H -1.98135 -1.21107 1.16496 -0.185 -0.171 -0.136
H 1.63055 -0.98610 -1.21208 0.168 -0.233 -0.235
H 2.13379 2.14395 1.00535 -0.410 -0.262 -0.117
H -0.31954 1.21342 1.74062 0.146 0.647 -0.387
H -0.07471 -1.52657 -0.73426 -0.021 -0.075 0.873
H 3.07283 -0.72934 -1.08399 0.605 0.204 0.074
```
Positions in Å, forces in eV/Å.

Summary:
SMILES string: N[C@@H](C=O)CS.O
M in g/mol: 123.177
Energy relative to the best compared isomer or geometry (same formula, charge and spin) in kcal/mol: 42.2
Gap between HOMO and LUMO in eV: 9.940
LUMO level in eV: 0.52
Total energy in Eh: -723.10108

Atomic partial charges in e from the Mulliken method, atoms 1 to 6:
1 S -0.2402
2 O -0.4292
3 O -0.6577
4 N -0.6914
5 C -0.2382
6 C -0.7340

=====

Density functional theory data (the ωB97M-V functional and the def2-TZVPD basis) for an isolated ion of composition C6H11O and charge -1.

Geometry as XYZ:
```
18
Properties=species:S:1:pos:R:3:forces:R:3
O 0.67727 -1.28075 2.85581 -0.327 -0.116 -0.182
C -0.54805 0.18018 -1.05323 0.050 -0.641 0.003
C 0.86279 0.35537 1.06808 -1.513 2.166 -1.265
C -0.73719 -0.92195 -1.77759 -0.016 0.424 -1.543
C 0.85421 0.49820 -0.50651 -0.974 0.772 1.307
C 1.20058 -1.02878 1.65318 -0.338 -0.230 -0.049
C -1.76972 0.96662 -0.54258 0.441 -2.085 1.713
H -0.14284 0.77232 1.31282 0.054 -1.316 0.413
H -2.67699 0.90752 -1.17826 0.828 0.606 0.028
H -1.46149 1.90429 -0.07287 -0.508 0.288 -0.615
H 0.12517 -1.54251 -1.95619 0.128 -0.247 -0.197
H 1.70408 -0.06604 -0.92094 -0.620 0.079 -0.334
H 0.94985 -1.79483 0.78030 0.081 0.761 0.894
H 1.34796 1.27595 1.42919 1.221 -0.765 0.417
H -1.59705 -1.09006 -2.46195 0.205 -0.079 1.108
H 2.30268 -1.04164 1.70185 0.706 -0.103 -0.397
H 0.97356 1.59083 -0.69627 0.299 -0.606 -0.183
H -2.06484 0.31526 0.36516 0.280 1.093 -1.117
```
Positions in Å, forces in eV/Å.

Summary:
SMILES string: C=C(C)CCC[O-]
M in g/mol: 99.153
Energy relative to the best compared isomer or geometry (same formula, charge and spin) in kcal/mol: 26.6
Gap between HOMO and LUMO in eV: 5.888
LUMO level in eV: 3.75
Charge: -1
Total energy in Eh: -310.37437

Atomic partial charges in e from the Mulliken method, atoms 1 to 6:
1 O -0.8861
2 C 0.8190
3 C -0.3795
4 C -0.9644
5 C -0.8744
6 C -0.3311

=====

Density functional theory data (the ωB97M-V functional and the def2-TZVPD basis) for C21H17F5N8O2TcTe as an isolated structure.

Geometry as XYZ:
```
55
Properties=species:S:1:pos:R:3:forces:R:3
Te -2.48854 -2.51074 -2.78216 -0.830 -1.338 -0.160
Tc -0.21551 -0.60789 -0.33167 0.325 -0.390 -1.453
F -0.13947 -1.00267 -2.23670 0.072 0.189 0.093
F -1.26789 -3.98524 -2.67727 0.496 0.138 -0.039
F -3.31697 -3.61405 -4.03529 0.010 0.099 -0.355
F -4.24777 -1.69198 -2.72621 0.001 0.408 -0.102
F -3.25264 -3.47764 -1.38317 0.053 0.121 0.179
O -2.97674 1.03050 -0.06225 -0.045 0.124 0.268
O -2.41921 -1.06301 -0.67186 0.805 0.952 0.097
N 0.32569 3.81146 -0.36175 0.154 0.158 0.008
N 0.41706 1.49181 -0.48349 -0.005 -0.371 -0.067
N 1.76718 -0.66661 -0.30853 -0.120 0.108 -0.011
N -0.28627 -0.30526 1.59620 -0.130 0.059 1.200
N 2.01152 0.11849 5.34103 -0.067 0.019 -0.047
N 0.07805 -2.66240 -0.04035 -0.133 -0.224 0.051
N -2.50044 0.03088 5.37188 0.041 -0.045 -0.076
N 2.52272 0.43745 -0.37437 0.074 -0.203 0.010
C 1.84487 1.53138 -0.42385 0.006 0.087 -0.008
C 2.29760 -1.90752 -0.38926 -0.049 0.118 0.108
C 0.99752 0.03405 4.80016 -0.151 -0.042 -0.101
C 3.89737 2.96775 -0.30983 0.000 -0.006 -0.001
C -3.48309 0.50154 1.18616 -0.077 -0.037 -0.034
C -0.23995 2.60403 -0.43129 -0.057 -0.050 0.011
C 1.72568 3.97882 -0.33487 -0.040 -0.038 -0.007
C 0.85936 -5.31587 -0.05737 0.051 0.026 0.002
C 3.66819 5.36115 -0.20348 -0.030 0.025 0.044
C 2.29041 5.24107 -0.25520 -0.043 0.065 0.004
C -2.48395 0.75867 -2.32724 0.232 0.042 -0.048
C -2.46394 0.17676 -0.94278 -0.741 -0.363 0.160
C 1.79336 -4.33492 -0.27511 0.019 -0.088 -0.025
C 2.51280 2.83011 -0.37352 -0.173 -0.018 0.012
C -0.25092 -0.07912 4.11869 0.054 -0.028 0.276
C -0.26485 -0.22193 2.75957 0.092 0.109 0.111
C -0.79881 -3.63334 0.25103 0.070 0.133 0.110
C -0.45861 -4.96360 0.25401 0.015 -0.073 0.012
C 4.46832 4.22419 -0.22279 0.060 -0.019 -0.054
C 1.40302 -2.98533 -0.24696 -0.072 0.146 0.027
C -1.48853 -0.03456 4.82296 0.111 0.066 -0.102
H 2.83150 -4.57010 -0.46696 -0.027 -0.034 -0.030
H -2.38642 1.83922 -2.27494 -0.043 0.012 -0.023
H -1.69963 0.35005 -2.95782 0.016 0.014 0.075
H 4.50048 2.07051 -0.31652 0.022 0.032 -0.008
H -1.21079 -5.70962 0.46235 0.002 0.025 -0.009
H -4.15470 -0.33053 0.99113 -0.011 0.002 -0.051
H 4.11665 6.34317 -0.13263 -0.002 -0.022 -0.011
H 1.65627 6.12007 -0.22304 0.018 -0.024 -0.011
H -2.67237 0.17414 1.82462 0.064 -0.015 0.009
H -1.32182 2.57401 -0.43444 0.002 0.030 0.053
H -0.26224 4.62362 -0.28004 -0.031 -0.009 -0.028
H 1.14176 -6.35888 -0.11976 0.024 0.022 0.065
H 5.54412 4.32489 -0.16898 -0.015 -0.020 -0.001
H -1.80545 -3.31470 0.48326 0.011 0.030 -0.110
H 3.36259 -2.03222 -0.52457 -0.014 0.001 -0.027
H -4.01564 1.32172 1.65381 0.003 0.040 -0.033
H -3.46093 0.50826 -2.74854 -0.001 0.059 0.046
```
Positions in Å, forces in eV/Å.

Summary:
M in g/mol: 734.011
Expectation value of S²: 3.81
Energy relative to the best compared isomer or geometry (same formula, charge and spin) in kcal/mol: 7.9
Gap between HOMO and LUMO (alpha / beta) in eV: 6.072 / 6.837
LUMO level (alpha / beta) in eV: -0.34 / -1.75
Multiplicity: 4
Total energy in Eh: -2247.17010

Atomic partial charges in e from the Mulliken method, atoms 1 to 6:
1 Te 1.6022
2 Tc -0.2876
3 F -0.6139
4 F -0.4660
5 F -0.3973
6 F -0.4929

=====

Density functional theory data (the ωB97M-V functional and the def2-TZVPD basis) for a 2-piece molecular cluster, C22H36N3O3 overall.

Geometry as XYZ:
```
64
Properties=species:S:1:pos:R:3:forces:R:3
O -1.85409 -0.71705 0.43307 0.011 0.132 -0.015
O -5.22126 0.48182 2.31522 0.009 -0.039 -0.070
O -4.10603 0.38889 4.15019 0.049 -0.022 0.032
N -4.66464 0.99980 3.26204 -0.015 0.040 0.003
N 5.34043 2.15680 -1.59196 0.500 -0.256 -0.088
N 3.47839 3.04363 -1.14006 -0.553 0.166 0.200
C -0.16192 -3.16719 -2.09376 0.169 0.040 0.053
C 3.80252 0.76917 -0.12771 -0.073 -0.124 0.045
C -0.39708 -1.66610 -2.32883 -0.044 0.111 -0.129
C 4.15542 3.94627 -1.92892 -0.446 0.445 -0.012
C 4.65120 -0.48488 -0.36360 0.105 0.059 -0.144
C -3.06470 -0.86956 -0.31472 0.303 -0.052 0.022
C 2.74794 -3.01196 -0.27674 0.094 -0.007 -0.048
C -5.31945 4.56940 2.42894 0.026 0.021 0.041
C 5.33001 3.38647 -2.21496 0.646 -0.062 -0.293
C 4.20704 1.94986 -0.93276 -0.008 0.039 -0.069
C -1.94685 -1.20779 1.75616 0.073 0.001 -0.148
C -4.66045 2.47121 3.33342 -0.034 0.020 0.020
C -5.31429 3.18635 2.34771 -0.051 0.052 -0.086
C 2.78758 -1.93234 -1.36151 0.015 -0.109 0.002
C -4.01504 3.08377 4.39107 0.055 0.047 0.089
C -4.67843 5.20859 3.48223 -0.003 -0.025 -0.001
C -2.83875 -1.81329 -1.48243 -0.017 0.248 0.050
C 4.17028 -1.31619 -1.55341 -0.058 0.018 0.048
C -4.02684 4.46755 4.45948 -0.022 0.019 -0.041
C 1.68273 -4.08554 -0.48436 -0.057 0.072 0.159
C 0.24753 -3.57936 -0.66298 -0.191 -0.114 -0.027
C -1.86216 -1.25723 -2.52970 0.031 0.105 0.300
H 2.47266 -2.36311 -2.31307 0.053 -0.021 -0.033
H -0.40971 -4.39163 -0.34602 -0.036 0.011 0.034
H 4.65456 -1.08600 0.54394 -0.115 -0.027 0.024
H 3.72854 -3.49732 -0.23648 0.003 -0.061 0.021
H 0.04717 -2.75477 0.02636 0.027 0.054 0.055
H -5.83175 5.14757 1.67262 -0.005 0.004 -0.008
H 1.70179 -4.73094 0.39633 0.052 -0.061 -0.017
H -2.74239 -0.70904 2.30767 -0.116 -0.060 0.090
H -5.81240 2.67105 1.54061 0.008 -0.056 0.021
H -3.53298 4.96649 5.28162 0.003 0.004 0.010
H -1.00128 -1.00150 2.25397 0.072 -0.006 -0.021
H 0.16485 -1.35507 -3.21426 -0.007 0.093 0.000
H 1.95464 -4.72079 -1.33152 -0.005 0.023 -0.070
H -3.52135 2.49030 5.14545 -0.019 -0.056 -0.020
H -3.85960 -1.24567 0.33152 -0.051 0.047 0.049
H 2.04679 -1.16203 -1.13920 -0.032 -0.008 -0.067
H -2.11730 -2.28861 1.76141 -0.063 -0.042 0.079
H -2.19263 -1.50890 -3.53740 0.019 -0.201 -0.019
H 6.14338 3.76082 -2.80967 0.067 -0.124 0.036
H 3.76074 4.89857 -2.23027 -0.148 -0.010 0.086
H 2.55489 3.18907 -0.76239 -0.036 -0.065 0.021
H -3.80700 -2.01004 -1.94651 -0.017 -0.087 0.019
H 0.59936 -3.52386 -2.78966 -0.006 -0.069 -0.040
H -1.07048 -3.70731 -2.35191 -0.054 -0.046 -0.143
H 3.79586 1.05538 0.92638 0.090 0.077 -0.003
H -3.34835 0.12317 -0.67272 -0.119 0.030 -0.010
H 2.76333 0.56040 -0.39096 -0.048 -0.013 0.099
H -2.46793 -2.74602 -1.05791 -0.098 -0.204 -0.112
H 6.10859 1.50623 -1.63349 -0.046 -0.119 0.056
H -0.00610 -1.08303 -1.49399 0.003 -0.088 0.102
H -1.91090 -0.16633 -2.46086 -0.013 0.054 -0.186
H -4.69293 6.28839 3.54568 0.002 0.008 -0.002
H 4.17609 -0.70573 -2.46304 0.027 0.056 -0.004
H 4.88807 -2.12220 -1.71488 0.044 0.004 -0.067
H 2.59561 -2.56634 0.71031 -0.004 0.117 0.009
H 5.69908 -0.21231 -0.51881 0.055 0.021 0.115
```
Positions in Å, forces in eV/Å.

Summary:
M in g/mol: 390.548
Gap between HOMO and LUMO in eV: 8.618
LUMO level in eV: -2.61
Charge: +1
Total energy in Eh: -1249.55628

Atomic partial charges in e from the Mulliken method, atoms 1 to 6:
1 O -0.2462
2 O -0.5848
3 O -0.5955
4 N 0.9870
5 N 0.0747
6 N -0.0666